one.
C4H9OP | wB97M-V/def2-TZVPD

```
15
C4H9OP wB97M-V/def2-TZVPD
C -0.19407 -1.75093 0.35768
C 0.78680 -0.91086 0.29235
C 1.50888 1.30818 -0.49750
C 1.74708 -0.10752 0.05441
O -1.67918 0.28515 1.57671
P -1.99445 0.19046 0.17163
H -0.34542 -2.43766 -0.60251
H -0.70066 -1.93098 1.30631
H 1.97286 2.15011 0.04136
H 0.41102 1.33958 -0.50948
H 2.13068 1.42831 -1.43185
H 2.78021 -0.33099 0.32180
H -0.85693 0.18899 -0.68630
H -2.67738 1.45018 -0.07958
H -2.88945 -0.87201 -0.31503
```

Calculated values
Frontier orbital gap (spin up / spin down) = 6.3 / 6.9 eV
2S+1 = 3
Lowest unoccupied orbital energy (spin up / spin down) = 0.925 / -2.599 eV


two.
C4H9OP | wB97M-V/def2-TZVPD

```
15
C4H9OP wB97M-V/def2-TZVPD
C -0.76100 0.29927 -0.78706
C -1.38160 -0.98195 -0.29339
C 1.54022 -0.63994 0.11226
C 0.65850 0.60188 -0.30005
O -1.38232 1.17609 -1.57964
P 0.43267 1.58162 1.37378
H -0.82966 -1.45903 0.41002
H -1.52347 -1.57036 -1.25064
H -2.26423 -0.64560 0.20103
H 2.62605 -0.42589 0.16424
H 1.50998 -1.04846 1.08869
H 1.39537 -1.39115 -0.71731
H 1.14345 1.25749 -1.18395
H -0.65525 0.85360 1.91084
H -0.50870 2.39243 0.85118
```

Calculated values
Frontier orbital gap (spin up / spin down) = 7.0 / 7.4 eV
2S+1 = 3
Lowest unoccupied orbital energy (spin up / spin down) = 0.939 / -2.276 eV


three.
C4H9OP | wB97M-V/def2-TZVPD

```
15
C4H9OP wB97M-V/def2-TZVPD
C 0.29851 -0.59004 -2.18482
C -0.32970 -0.17234 -1.11634
C -0.68811 -1.05397 1.69604
C 0.41698 0.30480 0.14551
O -0.36504 0.29408 1.30952
P 0.83826 2.09356 -0.28533
H -0.27773 -0.72504 -2.99297
H 1.41040 -0.82437 -2.29152
H -1.40564 0.03850 -1.05793
H -1.30223 -0.88069 2.66556
H 0.20852 -1.60980 1.66135
H -1.42065 -1.64925 1.08670
H 1.30549 -0.40316 0.22071
H 1.58392 2.48424 0.76199
H -0.27298 2.69349 0.38153
```

Calculated values
Frontier orbital gap (spin up / spin down) = 5.0 / 5.2 eV
2S+1 = 3
Lowest unoccupied orbital energy (spin up / spin down) = 1.029 / -3.762 eV


Of all the structures shown, which is most stable? two, and three is the least stable.